Entry from the OMol25 dataset: 7 unconnected molecules or ions with the total composition C14H45N3O7 at a distorted geometry (the ωB97M-V functional and the def2-TZVPD basis).

Last column: natural (NBO) charge in e.
Atoms and positions in Å:
O 0.259939 0.877482 1.018844  -0.8927
H 1.175739 0.723556 1.487908  0.5287
H -0.436458 0.266268 1.370276  0.5473
H -0.038630 1.855578 1.076157  0.5207
C 3.683458 1.612159 0.921858  -0.6426
C 3.428625 0.460229 1.887245  -0.0447
O 2.254446 0.476208 2.618530  -0.9412
H 3.019243 1.470866 0.053651  0.1764
H 4.699673 1.661047 0.536509  0.2126
H 3.309830 2.548352 1.348271  0.1902
H 4.259719 0.339047 2.610494  0.1311
H 3.582499 -0.491647 1.330079  0.1030
C 1.779071 -2.220778 -0.408605  -0.6256
C 2.616124 -2.321001 -1.685764  -0.0862
C 1.766713 -2.251032 -2.920249  -0.0633
O 1.317448 -0.950603 -3.191880  -0.5446
C 0.734003 -0.851147 -4.470378  -0.2403
N 3.685196 -1.274025 -1.653553  -0.8238
H 2.347854 -2.300617 0.518196  0.2251
H 1.090170 -3.072746 -0.392695  0.1973
H 1.236706 -1.277627 -0.326945  0.2079
H 3.264648 -3.197359 -1.621191  0.2005
H 0.904254 -2.931237 -2.814631  0.1550
H 2.299241 -2.681785 -3.781805  0.1712
H 0.376741 0.162100 -4.632818  0.1916
H -0.106747 -1.555506 -4.519532  0.1604
H 1.461649 -1.103802 -5.249092  0.1706
H 4.055120 -1.287822 -0.707712  0.3519
H 3.212388 -0.372075 -1.698405  0.3494
C 1.108836 4.459197 -0.352319  -0.6270
C 0.623417 4.236734 1.065395  -0.0969
C 0.259339 5.606136 1.656939  -0.0645
O -0.308570 5.538504 2.941748  -0.5451
C 0.516345 4.943170 3.929111  -0.2624
N -0.582176 3.379387 1.061578  -0.8438
H 1.862805 5.249149 -0.378400  0.2220
H 0.329439 4.755212 -1.056336  0.2073
H 1.614805 3.577028 -0.748518  0.2331
H 1.371726 3.752733 1.695016  0.2146
H -0.528740 6.002540 1.011891  0.1815
H 1.141717 6.255629 1.635278  0.1723
H 0.381377 3.859887 3.839239  0.1703
H 0.211656 5.258431 4.924427  0.1985
H 1.583645 5.173565 3.851375  0.1762
H -1.054857 3.447938 1.961081  0.3853
H -1.257905 3.737022 0.393365  0.3753
C -5.430904 -2.657890 -1.129389  -0.6338
C -4.288706 -3.596890 -1.522061  -0.0838
C -3.258941 -3.699164 -0.397110  -0.0612
O -2.707574 -2.454956 -0.014657  -0.5692
C -1.820427 -1.972116 -1.028269  -0.2655
N -4.759594 -4.941431 -1.848261  -0.8161
H -5.127469 -1.699758 -0.704607  0.2195
H -6.148635 -3.140735 -0.461217  0.2022
H -6.001417 -2.391664 -2.026614  0.2047
H -3.816056 -3.129150 -2.387604  0.1860
H -2.500888 -4.438097 -0.677800  0.1841
H -3.743370 -4.109764 0.494037  0.1809
H -2.466761 -1.488533 -1.768564  0.1693
H -1.132525 -2.714631 -1.426827  0.1877
H -1.225435 -1.136417 -0.658468  0.2023
H -5.602029 -4.824121 -2.405448  0.3546
H -5.105217 -5.398882 -1.008005  0.3474
O 0.711994 -1.990289 2.811005  -0.9948
H 1.157189 -2.556268 3.446498  0.4624
H 1.283679 -1.198194 2.743336  0.5085
O -1.915807 -0.422620 1.789030  -0.9731
H -2.184294 -0.470462 2.710884  0.4909
H -2.428305 -1.112334 1.336508  0.5144

Cartesian forces (eV/Å) of the 6 atoms listed first:
-0.227 -0.004 -0.772
1.035 -0.364 1.872
-0.142 -0.001 0.108
-0.376 0.006 -0.271
-1.342 -0.127 -0.326
1.210 -1.237 1.127

The HOMO energy comes out at -7.5129 eV. Its energy above the lowest of the compared OMol25 structures with the same formula, charge and spin is 0.000 eV. As for the charge: 0. Its spin multiplicity is 1. The calculation puts the gap between HOMO and LUMO at 7.9189 eV.